Below is a 9-piece molecular cluster, C33H33Cl9N6 overall, with properties calculated with ωB97M-V/def2-TZVPD.

Summary:
Energy relative to the best compared isomer or geometry (same formula, charge and spin) ... 3.8 kcal/mol
HOMO level ... -9.17 eV
Structure (SMILES) ... ClC(Cl)Cl.ClC(Cl)Cl.ClC(Cl)Cl.c1ccncc1.c1ccncc1.c1ccncc1.c1ccncc1.c1ccncc1.c1ccncc1

Structure (XYZ):
```
81
Properties=species:S:1:pos:R:3:forces:R:3
Cl -2.5240 2.3213 5.8754 -0.4 -0.1 -0.1
C -2.7461 1.4577 4.3437 0.7 -0.2 0.2
Cl -1.5817 0.0871 4.3405 -0.2 0.1 -0.1
Cl -2.4667 2.5232 2.9959 0.0 0.1 -0.1
H -3.7321 1.0192 4.2576 -0.1 0.2 0.2
Cl 0.9924 1.6473 1.6357 0.0 0.4 0.1
C 0.4006 0.0325 1.3460 0.1 -0.5 -0.1
Cl 1.4821 -0.7989 0.1928 -0.2 0.1 0.2
Cl -1.2567 0.0189 0.7751 0.0 0.2 -0.2
H 0.4249 -0.5034 2.2868 0.0 -0.1 -0.1
Cl 2.2979 -1.9340 3.7631 0.1 0.1 0.0
C 2.8640 -2.5193 5.3300 0.4 0.1 -0.1
Cl 4.5543 -2.0671 5.6373 -0.2 0.1 -0.1
Cl 2.7156 -4.2676 5.4139 -0.1 -0.1 0.2
H 2.2637 -2.0417 6.0928 -0.1 -0.2 0.0
C -7.3163 0.1555 0.6177 0.0 0.2 0.2
C -5.9498 -0.0973 0.6872 -0.3 -0.4 0.0
C -5.1277 0.8951 1.1939 -0.3 0.2 0.8
N -5.5884 2.0285 1.7461 -0.1 -0.2 -0.1
C -6.9104 2.2142 1.7825 0.8 -0.5 -0.3
C -7.7928 1.3096 1.2014 -0.4 0.9 -0.1
H -8.0381 -0.4946 0.1422 0.3 -0.3 0.0
H -5.5694 -1.0770 0.4272 0.2 0.2 -0.4
H -4.0550 0.7684 1.2810 0.1 -0.1 -0.3
H -7.2196 3.1149 2.2942 -0.3 0.0 -0.1
H -8.8445 1.5674 1.1602 0.0 -0.2 0.1
C -2.1354 -4.3011 -2.5962 0.0 -0.3 0.4
C -3.3798 -4.1209 -3.1800 0.0 0.4 -0.2
C -4.2969 -3.3091 -2.5323 0.4 0.0 -0.1
N -4.0290 -2.6624 -1.3960 -0.3 0.1 -0.1
C -2.8367 -2.8420 -0.8417 0.7 -0.1 -0.4
C -1.8650 -3.6952 -1.3779 -0.4 0.0 -0.4
H -1.3721 -4.9344 -3.0306 -0.1 0.0 -0.2
H -3.6387 -4.5010 -4.1592 0.1 -0.2 0.1
H -5.2502 -3.1386 -3.0168 -0.2 0.1 0.3
H -2.5664 -2.1961 -0.0182 -0.2 -0.3 0.4
H -0.9136 -3.9037 -0.9122 0.0 0.4 0.3
C 1.4838 4.1953 -2.6824 0.0 -0.5 0.0
C 0.9375 3.0823 -2.0775 -0.1 0.0 0.5
C 0.0807 2.2537 -2.7952 -0.4 0.8 -0.2
N -0.2109 2.4640 -4.0862 0.8 -0.3 0.0
C 0.4945 3.4145 -4.7110 -0.1 0.1 0.3
C 1.2954 4.3312 -4.0449 0.4 0.3 -0.1
H 2.0816 4.8553 -2.0679 0.1 0.2 -0.3
H 1.1784 2.9227 -1.0333 -0.3 -0.3 0.0
H -0.4753 1.4667 -2.3025 0.1 -0.2 0.0
H 0.4446 3.4654 -5.7912 -0.4 0.0 0.0
H 1.8257 5.1124 -4.5767 -0.2 0.0 -0.2
C 3.5622 -0.9892 -2.9387 -0.2 0.9 -0.3
C 3.1838 0.3480 -3.0038 0.1 -0.6 0.7
C 3.7386 1.1647 -3.9710 0.1 -0.2 -0.5
N 4.5481 0.7023 -4.9344 0.4 0.0 0.7
C 4.9360 -0.5752 -4.8310 -0.7 0.2 -1.1
C 4.4591 -1.4498 -3.8909 -0.4 -0.8 1.1
H 3.1047 -1.5867 -2.1616 0.2 -0.4 -0.1
H 2.4758 0.6836 -2.2577 0.1 0.5 -0.2
H 3.5065 2.2215 -3.9900 -0.1 0.0 -0.1
H 5.5100 -0.9900 -5.6533 0.3 0.3 0.1
H 4.7157 -2.5026 -3.8885 0.3 0.1 -0.2
C -0.1172 -4.8893 3.7746 -0.3 -0.6 -0.1
C -1.1919 -4.0123 3.8485 0.7 -0.2 -0.2
C -1.3391 -3.1219 2.7965 -0.2 0.0 -0.1
N -0.5258 -3.0539 1.7339 0.0 0.2 0.4
C 0.5062 -3.8921 1.7041 -0.3 -0.7 -0.1
C 0.7068 -4.8757 2.6636 0.2 0.5 0.3
H 0.0523 -5.6529 4.5235 -0.1 0.1 0.2
H -1.8716 -4.0326 4.6873 -0.1 0.1 0.0
H -2.1826 -2.4417 2.8199 0.0 0.1 -0.2
H 1.1683 -3.8558 0.8459 0.0 0.2 -0.1
H 1.5537 -5.5465 2.6201 0.0 0.0 -0.2
C 4.9545 4.8907 1.0067 -0.3 -0.6 0.4
C 5.2210 5.1410 -0.3271 0.1 0.4 -0.2
C 4.8813 4.1890 -1.2787 -0.4 -0.3 0.4
N 4.3065 3.0357 -0.9418 -0.2 0.1 -0.2
C 3.9960 2.8258 0.3342 0.5 -0.4 0.0
C 4.2884 3.7165 1.3603 0.4 0.2 -0.5
H 5.2909 5.5381 1.8060 -0.1 0.3 -0.2
H 5.6839 6.0751 -0.6199 0.1 -0.1 -0.1
H 5.0395 4.3085 -2.3442 0.2 0.3 0.0
H 3.6151 1.8275 0.5207 -0.3 0.2 0.2
H 4.0954 3.4812 2.3968 -0.1 -0.1 0.0
```
Positions in Å, forces in eV/Å.